Entry 1:
This record from OMol25 describes a single C15H21N3O4 molecule. The level of theory is ωB97M-V/def2-TZVPD.

The geometry in XYZ format:
```
43
Properties=species:S:1:pos:R:3:forces:R:3
O -4.856984 -0.029084 -0.136627 0.1 -0.3 0.0
O 3.506451 2.384655 0.242700 -0.3 0.4 0.1
O 3.322979 -1.881790 1.231836 0.2 -0.1 0.0
O -4.124895 2.037991 0.332067 0.0 -0.1 0.0
N 3.919609 0.215352 -0.311357 -0.1 -0.3 0.0
N 5.638710 1.624106 0.273459 0.3 0.1 0.1
N 1.119926 -1.522919 1.283263 -0.2 -0.5 0.4
C -6.945111 -0.548904 -1.179341 0.4 0.2 0.2
C 2.372608 -1.233928 0.839778 0.1 0.3 -0.1
C -1.537639 1.015821 0.872067 -0.3 -0.1 -0.1
C 2.525495 -0.154243 -0.223544 0.0 0.1 -0.2
C -0.299677 0.465452 1.133281 0.1 -0.2 0.0
C -3.919672 0.852468 0.232482 -0.1 0.4 0.0
C -2.431770 -1.168879 0.407850 -0.1 0.2 0.1
C 2.816627 -1.837115 -2.100620 -0.3 0.1 0.1
C -2.610405 0.209153 0.499093 0.2 -0.1 0.1
C -0.112943 -0.909993 1.010185 -0.4 0.2 -0.1
C -6.151817 0.500307 -0.422946 -0.5 0.3 -0.2
C 1.953415 0.471957 -2.585022 -0.1 -0.2 0.2
C 1.980789 -0.671889 -1.576441 0.1 0.1 0.0
C 4.293200 1.474382 0.087127 0.3 -0.1 -0.1
C -1.194943 -1.721298 0.666833 0.2 0.0 0.0
H -6.640353 0.760334 0.523271 0.1 0.0 -0.1
H 1.303568 1.271637 -2.238935 -0.1 0.1 0.0
H 5.980815 2.562912 0.380943 -0.1 0.0 0.0
H 2.901832 -2.624512 -1.355266 0.1 -0.2 0.0
H 6.286583 0.922849 -0.037177 0.0 0.0 0.0
H 2.953102 0.877520 -2.716851 0.1 0.1 0.0
H -7.938512 -0.167598 -1.396754 -0.1 0.0 0.0
H 4.549530 -0.549123 -0.104181 0.0 0.1 0.1
H 3.815784 -1.495623 -2.358692 0.1 0.0 -0.1
H -6.446848 -0.795112 -2.113337 0.0 0.0 -0.1
H -1.698433 2.078963 0.963991 0.0 0.1 0.0
H 1.071346 -2.382012 1.819749 0.1 0.1 -0.1
H -6.036486 1.418346 -1.009787 0.0 -0.2 0.1
H -7.034199 -1.453342 -0.583449 -0.1 -0.1 0.0
H 1.589536 0.118921 -3.546925 0.0 0.0 -0.1
H 2.356766 -2.255623 -2.992866 0.0 0.0 -0.1
H -3.263896 -1.797549 0.133747 0.0 -0.1 0.0
H 1.983071 0.755722 0.043348 0.1 -0.2 0.0
H 0.954054 -1.015706 -1.406822 0.1 0.0 0.0
H -1.052997 -2.790323 0.598616 0.0 -0.1 0.0
H 0.511107 1.098282 1.457590 0.1 0.1 0.0
```
Positions in Å, forces in eV/Å.

Values from the calculation:
Gap between HOMO and LUMO ... 0.3487 Eh
SMILES string ... CCOC(=O)c1ccc(NC(=O)[C@@H](NC(N)=O)C(C)C)cc1



Entry 2:
This record from OMol25 describes a molecular structure, C38H53AsFeN3O4Si3 at a distorted geometry. The level of theory is ωB97M-V/def2-TZVPD.

The geometry in XYZ format:
```
103
Properties=species:S:1:pos:R:3:forces:R:3
As -0.165928 -0.116204 -1.702303 0.3 0.0 -0.9
Fe -0.383937 -0.257983 0.776300 0.4 0.3 -1.1
Si 0.502841 1.725455 -3.076166 0.1 0.7 -0.5
Si -2.196828 -0.622640 -2.820236 -0.9 -0.1 -0.2
Si 1.253489 -1.714018 -2.743220 0.4 -0.6 -0.7
O -4.974470 -1.329163 -0.107629 0.0 0.0 0.0
O -0.041415 1.771910 2.193733 0.0 0.3 0.4
O -2.402246 -0.692142 0.640690 -0.7 -0.1 0.0
O 0.093734 -2.375241 0.654652 0.2 -0.2 0.0
N 0.376285 -0.076954 3.501972 0.2 -0.1 0.7
N -0.608078 -0.581863 2.742794 -0.4 0.1 0.5
N 1.967839 0.335115 0.849734 0.1 0.5 0.3
C 3.085780 -1.209766 -2.710217 -0.3 0.1 0.1
C 1.174372 -3.483608 -2.052208 -0.2 0.4 0.3
C -0.384584 3.935792 1.375957 -0.2 0.3 -0.1
C 1.281225 5.033157 0.053737 -0.1 0.3 -0.1
C -1.453316 -1.379225 3.330337 0.5 0.3 0.2
C -2.273954 -0.688616 -4.725235 0.4 0.1 0.2
C -2.782493 -2.307436 -2.213256 0.2 0.1 0.1
C -3.501858 -2.673536 3.518904 0.1 0.0 -0.1
C 3.890359 1.741736 1.087223 -0.2 0.4 -0.1
C 4.124843 -0.603999 1.343594 0.4 0.4 -0.1
C 1.884726 1.748439 3.807446 -0.3 0.1 -0.3
C 0.773206 1.133431 3.161379 0.0 -0.1 0.1
C -5.229256 -2.606054 1.877256 0.1 0.0 -0.2
C -3.122341 -1.402148 1.448367 0.3 0.1 0.0
C 1.651279 2.744057 0.776317 -0.5 0.7 -0.1
C 0.416335 2.807214 1.439409 0.4 -0.5 0.0
C 2.355540 2.119671 -2.912920 -0.2 -0.2 0.2
C 3.298396 3.636329 4.417663 0.0 0.0 -0.1
C -5.576455 -0.061790 0.054190 -0.1 0.1 0.1
C -4.437830 -1.794108 1.086343 -0.3 -0.1 0.1
C 0.496932 -3.873796 2.461712 0.2 0.1 -0.1
C 0.034025 5.048583 0.666253 0.2 -0.2 0.1
C 4.170235 2.800045 5.111186 0.2 0.1 0.1
C 3.883484 1.433976 5.167425 -0.1 0.0 -0.1
C 2.780714 0.913299 4.529555 0.1 -0.1 0.1
C -3.371984 0.763070 -2.299688 0.3 -0.1 0.1
C -0.531154 3.207484 -2.492847 0.1 -0.3 0.2
C 2.769959 -0.699659 1.105813 -0.2 -0.4 -0.2
C -0.238641 -3.386353 1.245204 -0.1 -0.3 0.1
C 2.516540 1.567950 0.887325 0.5 -0.9 0.0
C -4.757344 -3.068409 3.100663 0.0 -0.1 0.1
C 2.072098 3.903506 0.115449 0.0 -0.4 0.0
C -1.393828 -4.226152 0.779123 -0.1 0.1 0.0
C 0.307016 1.756325 -4.980838 -0.2 -0.3 0.3
C 2.173514 3.137847 3.790480 0.1 0.1 0.0
C -2.672292 -1.851925 2.738936 -0.4 -0.1 -0.3
C 0.912000 -2.024748 -4.597732 -0.1 0.2 0.2
C 4.709372 0.658512 1.306468 -0.1 -0.4 0.0
H 3.359925 -0.733450 -1.771319 0.1 0.1 0.1
H 0.043401 -2.673051 -4.732731 0.0 0.0 0.0
H -4.876542 0.657077 0.492071 0.0 0.0 0.0
H 3.505481 4.699554 4.358409 0.0 0.0 0.1
H -6.460252 -0.125475 0.701681 0.0 0.0 0.0
H -3.083776 1.711932 -2.755683 0.0 0.0 -0.1
H -3.311871 0.872550 -1.214048 0.0 0.0 0.0
H 3.319978 -0.513005 -3.517200 0.0 0.0 0.0
H 3.030491 3.896956 -0.387150 0.0 0.0 0.0
H -5.371849 -3.704253 3.726120 0.0 0.0 0.0
H 2.280373 -1.667909 1.109550 0.0 0.1 0.0
H 5.770261 0.787925 1.474453 0.0 0.0 0.0
H 3.718330 -2.092450 -2.835233 -0.1 -0.1 0.0
H -5.875160 0.284850 -0.934427 0.0 0.0 0.1
H -1.319944 3.939018 1.919827 0.0 -0.1 0.0
H 0.737855 -1.111459 -5.166792 0.0 -0.1 0.0
H -0.733696 1.850440 -5.293485 0.0 0.0 0.0
H 2.516997 3.196077 -3.004895 -0.1 0.0 0.0
H -3.761657 -2.580625 -2.611790 0.0 0.1 -0.1
H 0.727100 0.874203 -5.466294 0.0 0.1 0.0
H 5.045222 3.206468 5.603678 0.0 0.0 0.0
H -3.137016 -2.989339 4.492026 0.0 0.0 0.0
H -1.280311 -1.600231 4.386811 0.0 0.0 0.0
H 1.503917 3.827420 3.298499 0.0 0.1 0.0
H -6.216236 -2.869842 1.513533 0.0 0.0 0.0
H 1.677473 -3.564541 -1.088185 0.0 0.0 0.0
H 0.847695 2.627803 -5.360038 0.0 0.1 0.1
H 2.925274 1.630197 -3.705151 -0.1 0.0 0.0
H 2.572590 -0.146910 4.558138 0.0 0.0 0.0
H -4.410160 0.558221 -2.567972 0.1 -0.1 -0.1
H 2.761044 1.793146 -1.957097 0.1 0.0 0.1
H -0.177710 -3.823923 3.318200 0.0 0.0 0.0
H 4.544734 0.770059 5.713687 0.0 0.0 0.0
H -1.900051 0.231766 -5.175076 -0.1 -0.1 0.0
H -1.439501 3.309897 -3.089570 0.0 -0.1 0.0
H -1.691170 -1.516109 -5.133018 -0.1 0.1 0.0
H 1.778145 -2.531710 -5.032296 0.0 0.0 0.1
H -2.868853 -2.256997 -1.128674 0.0 0.0 0.0
H -0.825184 3.075207 -1.447891 0.0 0.1 0.0
H 0.796081 -4.916924 2.328788 0.0 0.0 0.0
H -2.054696 -3.630035 0.152960 0.1 -0.1 0.0
H 1.366269 -3.248286 2.659312 0.0 0.0 0.0
H 0.139585 -3.805469 -1.916737 0.0 0.0 0.0
H -3.310400 -0.821255 -5.045253 -0.1 0.0 0.2
H 1.659470 -4.165937 -2.754395 0.0 0.1 -0.1
H 4.718597 -1.485991 1.540032 -0.1 -0.1 0.0
H 4.281474 2.749672 1.120645 0.0 0.0 0.0
H -1.955065 -4.619368 1.627512 0.0 0.0 0.0
H 0.013854 4.150740 -2.563094 0.1 0.0 0.0
H 1.633299 5.910686 -0.474989 0.0 0.0 0.0
H -1.008740 -5.067469 0.194974 0.0 0.0 0.0
H -0.592709 5.928643 0.607263 0.0 0.0 0.0
H -2.068300 -3.093840 -2.476756 0.0 0.0 0.0
```
Positions in Å, forces in eV/Å.

Values from the calculation:
Gap between HOMO and LUMO (spin up / spin down) ... 0.1504 / 0.1823 Eh
Net charge ... -1
Spin multiplicity ... 5



Entry 3:
This record from OMol25 describes a single C13H19NO molecule at a distorted geometry. The level of theory is ωB97M-V/def2-TZVPD.

The geometry in XYZ format:
```
34
Properties=species:S:1:pos:R:3:forces:R:3
O 1.555952 -2.592683 0.197716 -0.5 -0.2 -0.2
N -0.604662 -0.300544 0.053236 2.5 0.5 0.8
C -2.363992 -1.613136 1.330860 0.7 0.9 0.1
C 4.061966 -0.161767 0.247747 4.1 2.1 0.4
C 1.438088 -0.194034 0.292101 -1.6 -0.8 -1.0
C 2.104383 -1.467266 0.206889 -1.5 -0.6 0.6
C 1.999018 1.043210 0.129329 -1.1 0.0 0.6
C 3.390819 1.019397 0.247529 -1.4 4.3 -1.4
C -0.260931 2.042720 0.752934 -0.5 1.1 1.7
C -0.820480 -1.219797 -1.069766 3.4 -0.5 -2.6
C 1.037930 2.220828 -0.010741 2.7 1.4 3.4
C 3.522365 -1.346222 0.248706 -1.8 -3.3 0.0
C -1.002532 -1.003389 1.294833 1.2 -1.7 0.4
C -0.556472 -0.722171 -2.508109 -1.6 5.6 1.9
C -1.204549 1.110594 0.022160 1.8 -2.2 1.7
H -0.338899 -1.873663 1.479813 0.2 0.6 -0.9
H -0.806829 -0.457476 2.185238 0.1 1.3 0.4
H 0.394743 -0.229665 -2.656604 0.3 0.3 0.2
H -1.204643 1.442249 -0.940659 -0.4 0.6 -2.9
H -0.098841 1.683282 1.829299 -0.1 0.7 -1.5
H 3.851431 2.049593 0.056340 -0.2 -1.7 0.6
H -2.468121 -2.235060 0.510645 -0.3 -1.6 -1.4
H -1.421333 0.024188 -2.917750 1.9 -1.2 1.3
H 3.989009 -2.344951 0.265179 0.2 0.9 0.0
H -2.377865 -2.175141 2.223656 -0.5 -0.7 1.0
H -3.155979 -0.932250 1.278015 -1.3 1.2 0.3
H -1.784529 -1.558122 -1.244316 -2.1 -0.9 1.0
H -0.040830 -2.053999 -0.955708 -1.5 0.8 0.5
H -2.191667 0.971237 0.388812 -0.9 0.5 0.5
H 1.540855 3.252564 0.286133 -0.7 -2.2 0.0
H 5.145506 -0.049197 0.305749 0.0 -0.3 -0.1
H 0.855605 2.429150 -0.985794 -0.8 0.2 -3.3
H -0.692319 3.091373 0.791691 0.0 -1.3 0.2
H -0.618046 -1.404050 -3.229438 -0.2 -3.6 -2.3
```
Positions in Å, forces in eV/Å.

Values from the calculation:
Gap between HOMO and LUMO ... 0.2802 Eh



In Ha, the electronic energy values for the records above are, in order, -1049.5051 -6313.0879 -636.5714.
In kJ/mol, the relative energy (zero: lowest compared OMol25 entry of this formula, charge and spin) values for the records above are, in order, 0.0 381.4 575.5.